[1]
The following is a quantum chemistry calculation of a 11-piece molecular cluster, C9H40FN19O9 overall, from OMol25.

```
78
Properties=species:S:1:pos:R:3:mulliken_charge:R:1
N -0.03 0.23 0.10 1.147
H -0.22 1.26 0.02 0.595
H -0.72 -0.49 -0.17 -0.512
H 0.42 0.03 1.00 -0.003
H 0.71 0.10 -0.61 0.537
F 0.15 2.85 -0.25 -0.983
C 3.53 3.08 -1.99 0.714
O 4.52 2.58 -2.53 -0.827
N 2.63 2.38 -1.28 0.193
N 3.33 4.44 -1.97 -0.396
H 2.52 1.39 -1.44 -0.208
H 1.85 2.80 -0.77 0.202
H 4.01 5.06 -2.37 0.221
H 2.45 4.81 -1.68 0.170
C -2.00 2.33 2.70 0.534
O -3.05 2.11 3.31 -0.777
N -1.93 3.33 1.79 -0.248
N -0.87 1.63 2.98 -0.300
H -2.75 3.89 1.70 0.213
H -1.12 3.56 1.22 0.155
H -1.23 0.73 3.27 0.111
H -0.05 1.68 2.40 0.051
C -4.12 1.37 -0.79 0.446
O -3.27 1.23 -1.64 -0.546
N -5.08 2.35 -0.78 -0.476
N -4.21 0.49 0.27 -0.321
H -5.46 2.53 0.13 0.166
H -5.06 3.08 -1.47 0.264
H -3.63 -0.33 0.18 0.152
H -4.60 0.79 1.14 0.247
C -1.83 -1.78 2.96 0.701
O -0.86 -1.22 2.47 -0.441
N -1.96 -3.15 3.04 -0.409
N -2.96 -1.12 3.35 -0.332
H -1.35 -3.67 2.43 0.219
H -2.84 -3.53 3.33 0.180
H -3.76 -1.66 3.62 0.187
H -3.01 -0.11 3.30 -0.035
C 1.97 -3.72 1.75 0.503
O 2.04 -4.71 1.02 -0.700
N 2.50 -2.53 1.37 -0.135
N 1.42 -3.76 2.99 -0.316
H 2.48 -1.72 1.98 0.115
H 2.87 -2.47 0.44 0.108
H 1.82 -3.15 3.68 0.180
H 0.94 -4.58 3.28 0.216
C -1.51 -2.81 -0.84 0.284
O -1.86 -1.66 -0.62 -0.554
N -0.39 -3.32 -0.25 0.003
N -2.13 -3.67 -1.69 -0.457
H -0.02 -4.24 -0.40 0.236
H 0.10 -2.70 0.37 -0.240
H -1.94 -4.65 -1.59 0.174
H -2.97 -3.34 -2.14 0.266
C -1.51 0.75 -4.44 0.503
O -2.31 1.66 -4.46 -0.614
N -0.89 0.27 -5.58 -0.420
N -1.34 -0.05 -3.33 -0.062
H -0.18 -0.43 -5.54 0.162
H -0.92 0.92 -6.35 0.248
H -1.97 0.05 -2.55 0.231
H -0.62 -0.74 -3.43 0.057
C 2.97 -0.92 -2.29 0.561
O 2.06 -0.40 -1.65 -1.108
N 4.13 -0.30 -2.63 -0.291
N 2.93 -2.25 -2.60 -0.413
H 4.21 0.72 -2.53 0.145
H 4.87 -0.82 -3.05 0.161
H 3.56 -2.70 -3.23 0.194
H 2.03 -2.69 -2.49 0.221
C 2.32 1.44 2.27 0.778
O 2.10 0.38 1.66 -0.505
N 1.78 2.60 1.83 -0.180
N 3.10 1.48 3.37 -0.456
H 2.16 3.41 2.29 0.179
H 1.26 2.63 0.94 -0.048
H 3.60 0.64 3.60 0.232
H 3.22 2.33 3.89 0.148
```

For the energy above the lowest of the compared OMol25 structures with the same formula, charge and spin, the calculation gives 0.0000 eV. The value obtained for the max |F| is 1.882 eV Å⁻¹. The HOMO-LUMO gap is 9.03 eV. The value obtained for the electronic energy is -2184.7644 Ha.

***

[2]
The following is a quantum chemistry calculation of C5H10N2 as an isolated structure, from OMol25.

```
17
Properties=species:S:1:pos:R:3:mulliken_charge:R:1
C 0.79 -0.55 0.14 0.019
C 1.69 0.40 -0.63 -1.384
N 0.34 0.12 1.42 -0.299
C -0.54 -0.92 -0.57 0.020
N -1.30 -1.91 -0.10 -0.769
H 1.31 -1.47 0.41 0.255
H -0.47 0.80 1.01 0.307
H 1.08 0.59 1.94 0.316
H -1.39 -1.89 0.92 0.161
H -0.40 -0.95 -1.65 0.416
H 2.00 -0.09 -1.56 0.356
H 2.60 0.66 -0.07 0.411
H 1.16 1.31 -0.89 0.345
C -1.38 0.79 -0.47 -0.500
C -2.29 1.52 -0.80 -0.405
H -3.08 2.15 -1.11 0.411
H -0.12 -0.57 2.02 0.338
```

For the energy above the lowest of the compared OMol25 structures with the same formula, charge and spin, the calculation gives 5.2736 eV. The value obtained for the max |F| is 1.039 eV Å⁻¹. The HOMO-LUMO gap is 7.59 eV. The value obtained for the electronic energy is -305.8301 Ha.